# 1
17
Properties=species:S:1:pos:R:3 method="wB97M-V/def2-TZVPD" charge=-1 total_energy_ha=-725.20950 multiplicity=1 relative_energy_kcal_mol=57.0 orbital_gap_ha="0.290 / 0.290"
C -1.41 1.16 2.49
C -0.90 0.24 1.85
C 1.22 -0.25 0.59
C 1.14 0.79 -0.53
C -1.06 -0.96 -0.94
C -0.10 -0.66 1.10
O 0.74 -0.81 -2.89
O -0.60 1.25 -2.51
P 0.08 0.10 -1.90
H -2.27 1.81 2.58
H 1.88 -1.17 0.22
H 1.90 0.10 1.55
H 0.63 1.69 -0.25
H 2.12 0.86 -0.98
H -1.17 -2.03 -0.89
H -1.90 -0.40 -0.74
H -0.31 -1.73 1.26



# 2
18
Properties=species:S:1:pos:R:3 method="wB97M-V/def2-TZVPD" charge=0 total_energy_ha=-857.22427 multiplicity=1 relative_energy_kcal_mol=60.8 orbital_gap_ha=0.349
C -1.72 0.59 -0.85
C -0.72 -0.48 -0.62
C 0.02 -0.41 0.44
C 1.32 -1.21 0.59
S 2.62 -0.19 -0.28
O 3.85 -0.70 0.26
O 2.32 -0.29 -1.67
C 2.48 1.40 0.53
C 1.61 2.32 0.31
O 0.69 3.02 0.16
H -2.12 0.86 0.04
H -2.44 0.19 -1.59
H -1.13 1.46 -1.34
H -0.51 -1.17 -1.45
H -0.16 0.39 1.11
H 1.68 -1.51 1.64
H 1.33 -2.03 0.00
H 3.06 1.34 1.44



# 3
20
Properties=species:S:1:pos:R:3 method="wB97M-V/def2-TZVPD" charge=+2 total_energy_ha=-1266.91671 multiplicity=7 relative_energy_kcal_mol=24.7 orbital_gap_ha="0.268 / 0.275"
Sm -3.10 -2.30 -1.74
O -2.24 -0.81 0.10
O -0.72 -0.84 1.73
C -0.61 0.08 2.81
C -0.70 1.44 2.12
O -1.37 1.13 0.90
C -1.23 -0.22 0.62
H -1.44 -0.09 3.50
H 0.35 -0.08 3.32
H 0.29 1.87 1.90
H -1.31 2.16 2.66
O 0.40 -1.26 -1.36
C 1.48 -1.03 -2.32
C 1.73 0.47 -2.16
O 0.69 0.87 -1.22
C 0.11 -0.16 -0.75
H 2.28 -1.69 -2.01
H 1.14 -1.31 -3.32
H 1.56 1.05 -3.07
H 2.70 0.72 -1.71



# 4
21
Properties=species:S:1:pos:R:3 method="wB97M-V/def2-TZVPD" charge=+2 total_energy_ha=-856.52905 multiplicity=2 relative_energy_kcal_mol=72.5 orbital_gap_ha="0.214 / 0.214"
O 3.14 -1.88 0.41
C 3.62 -0.73 0.52
O 4.72 -0.45 1.02
O 2.86 0.34 0.09
C 1.69 0.02 -0.55
C 0.59 0.88 -0.26
C -0.59 0.96 -1.10
C -1.87 1.47 -0.50
O -2.45 0.32 0.33
C -3.55 0.23 0.82
O -4.54 0.58 1.28
Tl 5.66 -2.88 1.56
H 1.20 -0.91 -0.10
H 1.80 -0.26 -1.61
H 0.66 1.50 0.66
H -0.72 0.07 -1.74
H -0.26 1.75 -1.82
H -2.62 1.68 -1.26
H -1.75 2.29 0.22
O -3.85 -2.23 1.42
H -3.71 -2.75 0.60



# 5
21
Properties=species:S:1:pos:R:3 method="wB97M-V/def2-TZVPD" charge=+4 total_energy_ha=-1841.60355 multiplicity=3 orbital_gap_ha="0.274 / 0.062"
O -2.24 -2.14 -0.13
C -2.62 -1.06 0.39
O -3.68 -0.50 0.03
O -1.89 -0.46 1.34
C -0.72 -1.09 1.75
C 0.19 -0.20 2.42
C 1.32 -0.69 3.18
C 2.48 0.24 3.43
O 3.29 0.29 2.14
C 4.39 0.76 1.99
O 5.46 1.11 1.95
Yb -4.46 -2.23 -1.67
H -0.09 -1.43 0.88
H -0.89 -2.03 2.31
H -0.01 0.88 2.36
H 1.62 -1.71 2.93
H 0.81 -0.79 4.18
H 3.16 -0.16 4.18
H 2.21 1.29 3.62
O 3.52 3.72 0.29
H 4.25 4.35 0.11



# 6
16
Properties=species:S:1:pos:R:3 method="wB97M-V/def2-TZVPD" charge=0 total_energy_ha=-706.78981 multiplicity=1 relative_energy_kcal_mol=35.4 orbital_gap_ha=0.328
C -1.38 -1.37 -0.44
C -1.05 -0.65 -1.52
C 0.27 0.01 -1.70
O 0.29 1.37 -1.23
C -0.10 1.51 0.09
S 0.98 0.70 1.33
C 0.39 -0.97 1.40
C -0.55 -1.68 0.74
H -2.37 -1.83 -0.40
H -1.80 -0.52 -2.28
H 1.06 -0.57 -1.21
H 0.53 0.07 -2.76
H 0.01 2.58 0.30
H -1.13 1.22 0.29
H 0.91 -1.47 2.20
H -0.69 -2.70 1.11



# 7
15
Properties=species:S:1:pos:R:3 method="wB97M-V/def2-TZVPD" charge=0 total_energy_ha=-631.50861 multiplicity=1 relative_energy_kcal_mol=51.8 orbital_gap_ha=0.340
C 1.17 1.68 0.38
C 0.45 0.70 -0.05
C 0.16 -0.72 0.25
C -1.26 -0.54 1.10
S -2.06 0.73 0.07
C -0.66 0.62 -1.08
C -0.31 -0.94 -1.14
H 1.03 2.67 -0.07
H 1.85 1.51 1.33
H 0.80 -1.35 0.83
H -1.97 -1.34 1.02
H -0.92 -0.41 2.18
H -0.73 1.34 -1.93
H 0.49 -1.33 -1.77
H -1.07 -1.73 -1.17



# 8
15
Properties=species:S:1:pos:R:3 method="wB97M-V/def2-TZVPD" charge=0 total_energy_ha=-631.42005 multiplicity=1 relative_energy_kcal_mol=107.4 orbital_gap_ha="0.266 / 0.265"
C -0.32 -1.55 -0.68
C -0.80 -0.35 -0.43
C 1.63 -1.43 0.90
C 1.09 -1.93 -0.34
C 0.06 0.62 0.18
C -0.54 1.91 0.82
S 3.09 -1.52 1.56
H -0.81 -2.40 -1.03
H -1.85 -0.12 -0.56
H 1.13 -2.98 -0.37
H 1.80 -1.53 -1.13
H 1.13 0.56 0.06
H -0.81 2.50 -0.09
H 0.38 2.43 1.48
H -1.29 2.02 1.62



# 9
16
Properties=species:S:1:pos:R:3 method="wB97M-V/def2-TZVPD" charge=0 total_energy_ha=-1029.78288 multiplicity=1 relative_energy_kcal_mol=5.1 orbital_gap_ha=0.325
C -0.11 0.95 -2.88
C -0.10 0.51 -1.41
C -0.58 -0.69 -0.92
C -0.35 -0.92 0.51
S -0.79 -2.42 1.32
C 0.33 0.15 1.05
C 0.69 0.27 2.54
S 0.69 1.43 -0.11
H -1.02 1.55 -3.07
H -0.10 0.10 -3.53
H 0.75 1.56 -3.14
H -1.03 -1.44 -1.54
H -0.73 -1.93 2.55
H 0.00 0.96 3.05
H 0.61 -0.72 3.04
H 1.73 0.64 2.54



# 10
15
Properties=species:S:1:pos:R:3 method="wB97M-V/def2-TZVPD" charge=0 total_energy_ha=-522.81384 multiplicity=1 relative_energy_kcal_mol=26.8 orbital_gap_ha=0.322
C 2.62 0.22 -0.02
C 1.32 -0.01 -0.20
C 0.63 -1.30 -0.04
C -0.71 -1.17 -0.01
C -1.38 0.11 -0.06
C -2.72 0.03 -0.08
Si 0.06 1.40 -0.07
H 3.08 1.26 -0.18
H 3.20 -0.67 0.14
H 1.13 -2.17 0.06
H -1.23 -2.03 0.10
H -3.37 0.92 -0.01
H -3.29 -0.89 -0.14
H 0.35 1.72 1.37
H 0.31 2.61 -0.85



# 11
16
Properties=species:S:1:pos:R:3 method="wB97M-V/def2-TZVPD" charge=0 total_energy_ha=-258.60577 multiplicity=3 relative_energy_kcal_mol=47.7 orbital_gap_ha="0.226 / 0.243"
B 2.76 0.05 0.17
C -1.91 0.12 0.15
C -1.23 1.20 -0.14
C 0.23 -1.25 0.19
C 0.86 -0.10 0.12
C -1.31 -1.24 0.08
C 0.20 1.18 -0.39
H 3.16 1.12 0.31
H 3.46 -0.89 -0.14
H -2.91 0.34 0.46
H -1.62 2.18 0.03
H 0.70 -2.22 0.55
H -1.69 -1.94 0.82
H -1.70 -1.71 -0.95
H 0.27 1.20 -1.46
H 0.74 1.98 0.19



# 12
19
Properties=species:S:1:pos:R:3 method="wB97M-V/def2-TZVPD" charge=0 total_energy_ha=-686.50731 multiplicity=1 relative_energy_kcal_mol=44.5 orbital_gap_ha=0.154
C -1.99 1.15 -1.25
B -0.44 1.01 -1.04
O 0.43 2.01 -1.62
C 0.30 -0.14 -0.18
C 0.18 -0.04 1.31
C 0.88 -1.06 2.11
C 1.68 -2.11 1.42
C 1.71 -2.13 -0.04
N 1.04 -1.15 -0.77
H -2.38 1.93 -0.41
H -2.16 1.67 -2.23
H -2.57 0.20 -1.20
H 0.88 2.40 -0.84
H -0.42 0.79 1.76
H 0.82 -1.00 3.23
H 2.24 -2.86 2.04
H 2.29 -2.92 -0.58
H 1.12 -1.19 -1.79
I -3.61 3.42 0.08



# 13
17
Properties=species:S:1:pos:R:3 method="wB97M-V/def2-TZVPD" charge=0 total_energy_ha=-657.02242 multiplicity=1 relative_energy_kcal_mol=6.7 orbital_gap_ha=0.329
C 3.11 0.57 0.00
S 2.20 -1.02 0.03
B 0.52 -0.53 0.01
C -0.87 -1.93 -0.02
C -2.11 -1.47 -0.03
C -2.46 -0.06 0.05
C -1.60 0.97 0.06
C -0.11 0.90 -0.02
H 2.70 1.25 0.75
H 3.04 1.01 -0.99
H 4.14 0.34 0.23
H -0.58 -2.96 -0.06
H -2.95 -2.15 -0.07
H -3.52 0.15 0.10
H -2.01 1.97 0.13
H 0.30 1.55 0.77
H 0.18 1.41 -0.95



# 14
20
Properties=species:S:1:pos:R:3 method="wB97M-V/def2-TZVPD" charge=+2 total_energy_ha=-498.35731 multiplicity=1 orbital_gap_ha=0.290
N -3.63 1.14 -0.47
C -2.71 0.46 -0.55
C -1.52 -0.37 -0.76
N -1.16 -0.33 -2.15
C -0.43 0.07 0.34
C -0.31 -1.01 1.34
N -0.50 -1.77 2.19
C 0.96 0.35 -0.25
C 2.04 0.65 0.79
O 1.84 1.80 1.55
H -1.82 -1.40 -0.54
H -0.95 0.60 -2.50
H -0.46 -1.00 -2.44
H -0.82 0.93 0.87
H 1.31 -0.55 -0.79
H 0.91 1.15 -0.98
H 2.98 0.81 0.26
H 2.19 -0.23 1.45
H 0.93 1.90 1.85
Ba 1.17 -3.20 0.77



# 15
19
Properties=species:S:1:pos:R:3 method="wB97M-V/def2-TZVPD" charge=0 total_energy_ha=-3315.57592 multiplicity=1 relative_energy_kcal_mol=57.9 orbital_gap_ha=0.249
C -2.22 -0.41 0.76
C -1.53 0.51 -0.03
C -1.43 -1.27 1.60
C -0.19 0.77 0.27
C 2.12 1.00 -0.22
C 0.77 -0.05 -1.86
N -0.11 -1.24 1.41
N 0.75 0.72 -0.64
S -2.24 -2.19 2.65
Br -2.66 1.72 -1.04
H -3.33 -0.36 0.79
H 2.11 1.42 0.74
H 2.69 0.08 -0.18
H 2.44 1.83 -0.95
H 1.32 0.55 -2.64
H 1.26 -1.10 -1.59
H -0.23 -0.22 -2.21
H 0.04 -0.17 0.98
H 0.45 -1.60 2.19



# 16
19
Properties=species:S:1:pos:R:3 method="wB97M-V/def2-TZVPD" charge=+1 total_energy_ha=-2971.89673 multiplicity=1 relative_energy_kcal_mol=51.3 orbital_gap_ha="0.282 / 0.281"
C -0.60 -1.17 0.25
C -1.34 -0.02 0.13
C 0.89 -1.34 0.20
C -0.87 1.36 0.10
C 1.68 -0.31 -0.02
C 1.63 -2.68 0.03
N 0.35 1.61 0.38
N -1.75 2.33 -0.15
N 0.97 2.76 0.05
Br 3.41 0.38 -0.03
H -0.97 -2.21 0.30
H -2.45 -0.26 -0.03
H 1.95 -2.97 0.95
H 0.85 -3.34 -0.45
H 2.43 -2.64 -0.62
H -2.64 2.32 0.34
H -1.53 3.21 -0.63
H 1.59 3.08 0.80
H 0.35 3.49 -0.26



# 17
20
Properties=species:S:1:pos:R:3 method="wB97M-V/def2-TZVPD" charge=+1 total_energy_ha=-3047.27613 multiplicity=1 relative_energy_kcal_mol=0.7 orbital_gap_ha=0.296
N 1.24 0.62 1.55
C 1.17 0.06 0.22
O 1.95 -1.14 0.09
C 1.79 1.10 -0.79
Br 3.73 1.28 -0.74
C -0.28 -0.18 -0.12
N -0.58 -0.31 -1.37
C -1.93 -0.77 -1.50
C -2.82 -0.85 -0.44
C -2.37 -0.69 0.80
N -1.05 -0.42 0.93
H 0.73 1.47 1.65
H 2.26 0.71 1.92
H 2.75 -0.94 -0.46
H 1.62 0.73 -1.81
H 1.53 2.14 -0.47
H -2.27 -0.70 -2.48
H -3.82 -1.13 -0.52
H -3.04 -0.66 1.67
H -0.63 -0.34 1.88



# 18
21
Properties=species:S:1:pos:R:3 method="wB97M-V/def2-TZVPD" charge=+1 total_energy_ha=-3122.50431 multiplicity=1 relative_energy_kcal_mol=15.4 orbital_gap_ha=0.366
N -1.91 1.12 -0.83
C -0.55 0.89 -0.36
C -0.02 -0.51 -0.69
C 1.39 -0.55 0.08
N 1.70 -1.83 0.54
C 2.15 -1.79 1.71
N 2.24 -0.44 2.29
C 1.59 0.39 1.42
Br 2.67 2.01 1.03
O 0.33 0.80 1.98
C -0.66 1.02 1.20
O -1.71 1.52 1.55
H -2.29 0.21 -1.20
H -2.10 1.74 -1.63
H -2.27 1.48 0.26
H 0.13 1.57 -0.87
H -0.68 -1.34 -0.34
H -0.03 -0.72 -1.84
H 2.31 -0.30 -0.64
H 2.44 -2.73 2.11
H 1.91 -0.19 3.20



# 19
24
Properties=species:S:1:pos:R:3 method="wB97M-V/def2-TZVPD" charge=+4 total_energy_ha=-3367.70630 multiplicity=5 orbital_gap_ha="0.293 / 0.217"
Co -0.79 -0.62 -3.15
In 0.23 -0.23 -0.15
Cl -1.68 -2.21 -1.88
Cl -1.23 1.19 -1.73
C 1.44 1.76 0.67
C -0.12 -1.94 -4.09
C -0.10 0.60 -4.23
O 1.64 2.75 1.20
O 0.32 -2.93 -4.52
O 0.37 1.42 -4.90
C -2.05 -0.20 3.97
P -0.79 -0.99 2.98
C 0.83 -0.40 3.49
C -0.85 -2.76 3.24
O -1.10 -0.64 1.52
H -3.03 -0.62 3.68
H -2.06 0.88 3.75
H -1.87 -0.37 5.04
H 0.99 -0.70 4.54
H 1.62 -0.85 2.87
H 0.89 0.69 3.42
H -1.86 -3.12 2.96
H -0.10 -3.26 2.61
H -0.66 -2.99 4.30



# 20
20
Properties=species:S:1:pos:R:3 method="wB97M-V/def2-TZVPD" charge=0 total_energy_ha=-1646.25614 multiplicity=1 relative_energy_kcal_mol=0.0 orbital_gap_ha=0.397
C -2.36 -2.40 0.31
C -1.84 -1.40 -0.38
P -0.83 -0.16 0.49
O -0.61 -0.64 1.89
Cl -1.84 1.57 0.52
C 0.75 0.06 -0.42
C 0.41 0.92 -1.59
C 1.96 0.46 0.30
C 1.73 1.37 1.49
O 1.99 1.27 2.64
Cl 1.06 2.96 0.89
H -3.06 -3.21 -0.06
H -2.14 -2.34 1.33
H -2.11 -1.35 -1.44
H 0.88 -0.98 -0.77
H 0.29 1.98 -1.21
H -0.44 0.60 -2.18
H 1.23 1.02 -2.21
H 2.24 -0.56 0.79
H 2.67 0.84 -0.40